# C3H4FNO2S

The molecule C3H4FNO2S at a distorted geometry (ωB97M-V with the def2-TZVPD basis set, the OMol25 dataset).

largest force on an atom	0.067	hartree/bohr
Kohn-Sham gap	0.461	hartree
E_tot	-22311.672	eV
LUMO level	0.2	eV
SMILES string	C[C@@H](C#N)S(=O)(=O)F
energy above the lowest of the compared OMol25 structures with the same formula, charge and spin	122.00	kJ/mol

```
! RIJCOSX wB97M-V def2-TZVPD def2/J DEFGRID3
* xyz 0 1
C -0.333 0.237 -0.106
C 0.946 -0.347 0.596
C 0.940 -1.952 0.383
N 1.000 -3.056 0.073
S 2.520 0.225 -0.100
O 2.795 -0.094 -1.465
O 3.639 0.085 0.798
F 2.040 1.855 -0.120
H -1.130 0.334 0.578
H -0.055 1.248 -0.566
H -0.500 -0.653 -0.814
H 1.027 -0.046 1.610
*
```

=====

# C34H55CaO2PSe2Te

A structure of composition C34H55CaO2PSe2Te (ωB97M-V with the def2-TZVPD basis set, the OMol25 dataset).

largest force on an atom	0.015	hartree/bohr
Kohn-Sham gap	0.141	hartree
E_tot	-205962.248	eV
LUMO level	3.9	eV
energy above the lowest of the compared OMol25 structures with the same formula, charge and spin	64.43	kJ/mol

```
! RIJCOSX wB97M-V def2-TZVPD def2/J DEFGRID3
* xyz -2 1
Ca 1.292 -0.826 1.014
C 5.091 0.913 -2.322
C 4.485 0.376 -1.018
C 4.511 -1.151 -0.996
C 3.101 0.962 -0.826
C 2.032 0.704 -1.667
C 0.797 1.359 -1.543
C -0.089 1.177 -2.789
C 0.702 1.696 -4.008
C -1.463 1.844 -2.876
C 0.572 2.197 -0.425
C 1.694 2.571 0.361
C 2.911 1.939 0.137
C 1.813 3.701 1.383
C 1.949 5.067 0.694
C 0.779 3.745 2.472
C -0.820 2.746 -0.181
C -1.062 4.028 -0.673
C -2.316 4.611 -0.647
C -3.387 3.876 -0.172
C -3.169 2.601 0.330
C -1.902 2.016 0.397
P -1.665 0.390 1.282
C -2.527 0.529 2.990
C -2.452 -0.873 3.614
C -1.677 1.425 3.883
C -3.953 1.082 3.089
C -2.728 -0.879 0.319
C -4.244 -0.876 0.522
C -2.475 -0.627 -1.168
C -2.199 -2.280 0.658
H 6.124 0.574 -2.435
H 5.080 2.005 -2.339
H 4.519 0.554 -3.181
H 5.095 0.737 -0.186
H 3.828 -1.582 -1.730
H 4.223 -1.538 -0.015
H 5.522 -1.510 -1.209
H 2.148 -0.018 -2.467
H -0.214 0.096 -2.910
H 0.942 2.755 -3.873
H 0.096 1.595 -4.913
H 1.634 1.156 -4.166
H -1.365 2.922 -3.028
H -2.089 1.692 -2.005
H -1.985 1.431 -3.742
H 3.755 2.227 0.751
H 2.759 3.507 1.890
H 0.980 5.442 0.358
H 2.619 5.016 -0.169
H 2.358 5.793 1.401
H -0.208 3.991 2.078
H 1.051 4.501 3.215
H 0.763 2.780 2.965
H -0.241 4.559 -1.141
H -2.460 5.610 -1.040
H -4.390 4.286 -0.198
H -4.019 2.028 0.663
H -1.465 -1.326 3.477
H -3.218 -1.542 3.219
H -2.616 -0.777 4.691
H -0.663 1.028 3.976
H -2.123 1.443 4.885
H -1.654 2.444 3.510
H -4.687 0.544 2.498
H -3.992 2.138 2.819
H -4.256 1.006 4.138
H -4.691 0.103 0.356
H -4.527 -1.234 1.510
H -4.684 -1.561 -0.213
H -3.010 0.262 -1.506
H -2.837 -1.482 -1.749
H -1.413 -0.527 -1.393
H -2.365 -2.572 1.691
H -1.130 -2.381 0.463
H -2.713 -3.003 0.014
O 3.220 -5.659 0.254
C 2.548 -4.792 -0.656
C 1.036 -5.026 -0.675
C 0.824 -6.422 -1.278
O -0.553 -6.822 -1.331
C 0.450 -5.039 0.760
Se 1.206 -3.738 2.076
C 0.302 -4.001 -1.571
Se 1.051 -2.177 -1.756
H 2.987 -5.291 1.129
H 2.963 -4.970 -1.654
H 2.741 -3.754 -0.394
H 1.402 -7.146 -0.695
H 1.186 -6.445 -2.310
H -0.945 -6.514 -0.505
H 0.591 -6.031 1.200
H -0.628 -4.852 0.719
H -0.712 -3.871 -1.199
H 0.221 -4.391 -2.586
Te 2.027 -0.275 3.682
*
```

=====

# C6H11NO2

The molecule C6H11NO2 at a distorted geometry (ωB97M-V with the def2-TZVPD basis set, the OMol25 dataset).

largest force on an atom	0.099	hartree/bohr
Kohn-Sham gap (spin up / spin down)	0.276 / 0.276	hartree
E_tot	-11982.387	eV
LUMO level (spin up / spin down)	0.4 / 0.4	eV
energy above the lowest of the compared OMol25 structures with the same formula, charge and spin	374.52	kJ/mol

```
! RIJCOSX wB97M-V def2-TZVPD def2/J DEFGRID3
* xyz 0 1
C -0.339 0.729 -0.808
C 0.172 2.095 -0.413
C -0.059 -1.878 -0.836
C -1.730 0.161 -0.049
C -0.087 -0.619 -0.005
N 2.000 -1.104 1.147
C 0.890 -0.369 0.938
O -1.935 0.711 1.203
O -2.689 -0.276 -0.689
H -2.114 1.663 1.201
H -0.228 0.513 -1.873
H 2.006 -2.065 0.829
H 2.641 -0.815 1.874
H 0.807 0.483 1.605
H -0.322 2.838 -1.047
H -0.056 2.358 0.622
H 1.256 2.203 -0.558
H 0.950 -2.138 -1.172
H -0.465 -2.710 -0.253
H -0.699 -1.779 -1.715
*
```

=====

# C6H10ClN

The molecule C6H10ClN at a distorted geometry (ωB97M-V with the def2-TZVPD basis set, the OMol25 dataset).

largest force on an atom	0.070	hartree/bohr
Kohn-Sham gap	0.352	hartree
E_tot	-20391.786	eV
LUMO level	1.1	eV
SMILES string	CN1CC[C@@H]2[C@@H](Cl)[C@H]21
energy above the lowest of the compared OMol25 structures with the same formula, charge and spin	451.92	kJ/mol

```
! RIJCOSX wB97M-V def2-TZVPD def2/J DEFGRID3
* xyz 0 1
C -0.438 1.962 0.825
N -0.673 0.756 0.102
C -1.024 -0.360 0.952
C -0.157 -1.650 0.399
C 0.183 -1.127 -1.010
C 1.247 -0.466 -1.803
Cl 1.068 -0.247 -3.625
C 0.529 0.288 -0.544
H -0.009 2.760 0.175
H 0.282 1.839 1.781
H -1.315 2.218 1.330
H -0.756 -0.183 2.101
H -2.119 -0.474 0.903
H -0.682 -2.642 0.358
H 0.714 -1.678 1.140
H -0.705 -0.875 -1.545
H 2.278 -0.494 -1.593
H 1.576 0.371 0.054
*
```

=====

# C39H110O16

A cluster of 16 separate species, C39H110O16 in total at a distorted geometry (ωB97M-V with the def2-TZVPD basis set, the OMol25 dataset).

largest force on an atom	0.063	hartree/bohr
Kohn-Sham gap	0.375	hartree
E_tot	-74985.094	eV
LUMO level	0.6	eV
energy above the lowest of the compared OMol25 structures with the same formula, charge and spin	226.12	kJ/mol

```
! RIJCOSX wB97M-V def2-TZVPD def2/J DEFGRID3
* xyz 0 1
C -5.592 1.286 -5.123
C -5.039 0.519 -3.913
C -3.764 -0.342 -4.271
O -4.621 1.441 -2.918
H -4.939 2.134 -5.323
H -6.591 1.749 -4.836
H -5.704 0.632 -5.942
H -5.812 -0.096 -3.438
H -3.066 0.499 -4.580
H -3.972 -1.021 -5.077
H -3.399 -0.810 -3.377
H -4.328 0.951 -2.108
C 0.525 -1.978 4.027
C 0.639 -0.459 3.948
C -0.196 0.198 4.990
O 2.052 -0.015 3.953
H 0.760 -2.291 5.045
H 1.085 -2.556 3.258
H -0.515 -2.388 3.960
H 0.237 -0.145 2.988
H -1.214 -0.034 4.767
H -0.111 1.292 4.943
H 0.002 -0.072 5.993
H 2.392 -0.227 3.046
C -2.343 4.770 2.522
C -2.486 3.430 1.852
C -2.433 2.307 2.821
O -3.862 3.481 1.348
H -2.677 5.625 1.817
H -1.281 5.033 2.806
H -3.084 4.896 3.365
H -1.787 3.224 1.011
H -3.198 2.443 3.591
H -1.444 2.230 3.339
H -2.531 1.298 2.427
H -3.806 3.928 0.494
C 2.046 -3.507 -6.386
C 2.315 -3.285 -4.886
C 1.346 -4.116 -3.977
O 3.674 -3.504 -4.572
H 2.195 -4.585 -6.634
H 2.732 -2.849 -6.927
H 1.030 -3.174 -6.611
H 2.134 -2.239 -4.730
H 1.187 -5.096 -4.452
H 0.461 -3.537 -3.852
H 1.738 -4.185 -2.928
H 3.802 -4.498 -4.527
C 5.391 1.341 2.514
C 5.085 -0.075 1.996
C 5.196 -1.160 3.078
O 3.692 -0.054 1.643
H 4.597 1.852 3.055
H 5.613 2.001 1.702
H 6.272 1.402 3.144
H 5.755 -0.371 1.203
H 4.873 -2.150 2.599
H 4.606 -1.030 3.986
H 6.194 -1.344 3.303
H 3.655 0.417 0.791
C -0.971 6.620 -3.196
C -1.501 5.728 -2.113
C -2.597 6.401 -1.280
O -1.973 4.463 -2.575
H -0.497 6.102 -4.086
H -0.188 7.228 -2.710
H -1.710 7.372 -3.580
H -0.674 5.464 -1.437
H -2.638 6.088 -0.249
H -3.587 6.165 -1.674
H -2.473 7.457 -1.346
H -2.932 4.452 -2.796
C -0.088 -5.356 2.212
C 0.868 -4.715 1.281
C 2.174 -5.445 1.283
O 0.261 -4.751 -0.053
H -0.293 -6.394 2.053
H -1.058 -4.897 2.212
H 0.303 -5.346 3.221
H 0.957 -3.696 1.566
H 2.724 -5.119 0.381
H 1.917 -6.534 1.165
H 2.784 -5.356 2.166
H 0.980 -4.642 -0.656
C 6.441 -3.829 -0.647
C 5.504 -3.267 -1.733
C 5.091 -1.829 -1.436
O 6.199 -3.389 -2.902
H 6.660 -4.853 -0.799
H 6.000 -3.692 0.380
H 7.374 -3.275 -0.712
H 4.625 -3.862 -1.684
H 4.492 -1.702 -0.516
H 4.672 -1.485 -2.383
H 6.042 -1.306 -1.333
H 5.729 -3.056 -3.706
C -6.079 0.622 3.568
C -5.612 -0.298 2.536
C -6.394 -1.609 2.453
O -5.730 0.296 1.238
H -7.163 0.714 3.553
H -5.715 1.626 3.546
H -5.859 0.211 4.572
H -4.527 -0.542 2.708
H -6.060 -2.260 1.661
H -7.470 -1.221 2.161
H -6.378 -2.083 3.404
H -6.018 1.201 1.332
C 1.342 -1.501 -0.720
C 0.200 -0.648 -0.050
C 0.594 0.775 0.472
O -0.857 -0.695 -0.974
H 2.196 -1.623 -0.098
H 1.483 -1.115 -1.724
H 0.922 -2.440 -1.010
H -0.068 -1.220 0.788
H 1.480 0.717 1.152
H -0.254 1.143 1.077
H 0.727 1.497 -0.350
H -1.464 0.082 -0.896
C -2.989 -4.678 -0.195
C -3.318 -3.242 0.016
C -2.604 -2.582 1.190
O -3.028 -2.466 -1.208
H -3.504 -5.451 0.415
H -1.905 -4.810 -0.010
H -3.217 -5.025 -1.202
H -4.347 -3.133 0.236
H -1.512 -2.599 0.955
H -2.805 -3.295 2.025
H -2.987 -1.606 1.519
H -2.067 -2.336 -1.144
C 2.043 2.742 -4.503
C 1.890 1.226 -4.954
C 2.963 0.650 -5.855
O 2.135 0.524 -3.649
H 1.229 2.913 -3.801
H 1.957 3.470 -5.305
H 2.964 2.847 -3.948
H 0.812 1.112 -5.233
H 2.876 1.020 -6.873
H 2.767 -0.373 -5.962
H 3.926 0.901 -5.469
H 1.573 0.957 -3.011
C 2.566 4.288 6.929
C 3.784 3.680 6.234
C 4.168 2.412 6.980
O 3.576 3.456 4.797
H 1.693 3.671 6.679
H 2.278 5.312 6.469
H 2.737 4.441 7.980
H 4.558 4.420 6.253
H 4.615 2.769 7.857
H 4.926 1.905 6.384
H 3.352 1.720 7.152
H 3.096 2.651 4.696
O -3.780 0.192 -0.738
H -4.369 0.338 0.038
H -3.793 -0.746 -0.984
O -0.464 2.144 -2.689
H -1.044 1.414 -2.961
H -0.997 3.003 -2.823
O -4.935 4.165 -3.384
H -5.299 4.244 -4.267
H -4.914 3.201 -3.289
*
```

=====

# C3H6N2S2

A structure of composition C3H6N2S2 at a distorted geometry (ωB97M-V with the def2-TZVPD basis set, the OMol25 dataset).

largest force on an atom	0.102	hartree/bohr
Kohn-Sham gap	0.274	hartree
E_tot	-27853.557	eV
LUMO level	-1.1	eV
energy above the lowest of the compared OMol25 structures with the same formula, charge and spin	534.55	kJ/mol

```
! RIJCOSX wB97M-V def2-TZVPD def2/J DEFGRID3
* xyz 0 1
C 0.684 1.265 0.624
C 0.436 1.281 -0.794
C -0.597 -1.879 -0.307
H -1.454 0.684 2.609
H 1.505 1.940 1.082
H 0.608 0.024 0.879
H 0.678 2.271 -1.423
H 0.931 -1.660 -1.563
H -1.216 -1.092 0.234
N -0.065 0.220 -1.540
N 0.343 -1.158 -1.000
S -1.231 1.575 1.177
S -0.621 -3.471 0.024
*
```

=====

# C23H48BrFN3O7PS

A cluster of 3 separate species, C23H48BrFN3O7PS in total at a distorted geometry (ωB97M-V with the def2-TZVPD basis set, the OMol25 dataset).

largest force on an atom	0.198	hartree/bohr
Kohn-Sham gap	0.254	hartree
E_tot	-136309.109	eV
LUMO level	-1.0	eV
SMILES string	CC[C@H](Br)[C@](OC(=O)CCCCO)(C(=O)NC(=O)F)P(O)(O)=S.CCN(CC)CC.CCN(CC)CC

```
! RIJCOSX wB97M-V def2-TZVPD def2/J DEFGRID3
* xyz 0 1
C -2.638 -1.741 4.187
C -1.432 -1.238 3.143
C -0.034 -1.323 3.992
Br -0.109 0.179 5.369
C 1.324 -0.974 3.079
O 2.189 -0.171 3.955
C 3.181 0.615 3.211
O 3.994 0.179 2.246
C 3.316 2.220 3.661
C 4.695 2.893 3.074
C 4.899 4.474 3.456
C 3.964 5.521 2.606
O 2.516 5.266 2.681
C 0.814 -0.224 1.716
O 0.371 1.065 1.716
N 0.727 -0.907 0.334
C -0.636 -0.568 -0.305
O -0.814 0.532 -1.052
F -1.830 -1.477 -0.177
P 2.194 -2.658 2.799
O 3.308 -2.666 1.433
O 2.975 -3.095 4.303
S 0.893 -4.102 2.398
H -2.838 -0.843 4.942
H -2.369 -2.748 4.722
H -3.619 -1.800 3.521
H -1.749 -0.163 2.806
H -1.392 -2.036 2.287
H 0.136 -2.337 4.560
H 3.334 2.250 4.853
H 2.327 2.738 3.303
H 5.596 2.302 3.588
H 4.828 2.700 1.913
H 4.806 4.705 4.621
H 6.030 4.746 3.187
H 4.238 5.609 1.467
H 4.139 6.600 3.082
H 2.332 4.597 1.933
H 0.685 -1.949 0.441
H 3.404 -3.626 1.160
H 3.727 -2.446 4.446
C 1.828 2.355 -2.179
C 0.560 3.195 -2.311
N 0.793 4.642 -2.330
C -0.442 5.425 -2.214
C -1.457 5.318 -3.348
C 1.741 5.130 -3.334
C 1.428 4.842 -4.798
H 2.385 2.617 -1.274
H 1.564 1.294 -2.116
H 2.488 2.472 -3.043
H -0.071 2.952 -1.445
H 0.013 2.862 -3.200
H -0.190 6.482 -2.067
H -0.943 5.128 -1.283
H -1.144 5.890 -4.224
H -2.416 5.737 -3.025
H -1.642 4.284 -3.652
H 2.730 4.715 -3.107
H 1.876 6.215 -3.210
H 1.061 3.825 -4.959
H 2.337 4.959 -5.400
H 0.694 5.544 -5.198
C -5.633 -4.410 -3.447
C -4.395 -4.171 -2.585
N -4.203 -5.160 -1.519
C -3.156 -4.778 -0.563
C -1.725 -4.684 -1.082
C -4.175 -6.563 -1.937
C -3.110 -6.977 -2.946
H -6.542 -4.428 -2.838
H -5.734 -3.601 -4.178
H -5.567 -5.346 -4.008
H -4.515 -3.181 -2.128
H -3.520 -4.109 -3.241
H -3.176 -5.466 0.290
H -3.427 -3.802 -0.139
H -1.279 -5.672 -1.218
H -1.103 -4.156 -0.352
H -1.654 -4.135 -2.025
H -5.157 -6.821 -2.349
H -4.085 -7.206 -1.048
H -2.986 -6.248 -3.752
H -3.391 -7.930 -3.410
H -2.141 -7.135 -2.468
*
```

=====

# C5H13N2

The ion C5H13N2 with charge +1 at a distorted geometry (ωB97M-V with the def2-TZVPD basis set, the OMol25 dataset).

largest force on an atom	0.022	hartree/bohr
Kohn-Sham gap	0.366	hartree
E_tot	-8368.913	eV
LUMO level	-3.3	eV
SMILES string	N/C=C/CCC[NH3+]
energy above the lowest of the compared OMol25 structures with the same formula, charge and spin	183.04	kJ/mol

```
! RIJCOSX wB97M-V def2-TZVPD def2/J DEFGRID3
* xyz 1 1
N 1.380 1.635 -1.645
C 0.686 1.471 -0.397
C 1.006 0.511 0.458
C 0.170 0.156 1.652
C -0.846 -0.965 1.408
C -1.541 -0.978 0.035
N -0.557 -1.387 -1.061
H 2.053 2.376 -1.637
H 0.687 1.948 -2.307
H -0.028 2.205 -0.054
H 1.864 -0.152 0.337
H -0.336 1.033 2.023
H 0.828 -0.103 2.467
H -0.351 -1.950 1.404
H -1.613 -1.016 2.194
H -2.350 -1.705 0.023
H -1.946 -0.013 -0.258
H 0.085 -2.096 -0.685
H -0.040 -0.572 -1.392
H -1.066 -1.828 -1.818
*
```